# C38H45BaN3O6P2

A structure of composition C38H45BaN3O6P2 (ωB97M-V/def2-TZVPD, the OMol25 dataset).

Each line ends with the Mulliken charge.
Positions of all 95 atoms, in Å:
Ba 0.36 0.38 1.78  1.17
P 1.34 -0.06 -1.66  0.79
P -1.77 -0.77 -2.43  0.62
O -3.27 4.11 1.31  -0.69
O -1.46 1.89 0.86  -1.01
O 1.10 -2.38 1.99  0.13
O -1.68 0.05 3.19  -1.11
O -4.63 3.72 3.91  -0.61
O -3.36 1.33 5.16  -0.70
N 0.51 2.57 3.71  0.53
N 1.53 -0.15 4.53  -0.27
N 1.92 2.85 1.11  -0.16
C 2.59 -2.80 -5.16  -0.53
C 1.85 -3.29 -4.09  -0.82
C -3.23 -1.04 -3.50  0.66
C 2.37 3.53 2.32  -0.57
C -4.45 -0.58 -5.54  -0.66
C 1.85 1.11 5.23  -0.83
C -3.55 -0.47 -0.24  -0.33
C 4.56 -0.15 0.82  -0.64
C 1.59 -3.51 1.25  -0.07
C 1.21 3.78 3.28  -1.02
C -2.23 2.02 1.88  0.82
C 0.73 2.13 5.08  -0.71
C 5.04 1.62 -0.73  -0.50
C -3.19 1.75 4.03  0.30
C 2.99 0.36 -0.95  0.47
C -3.39 -0.31 -4.68  -0.43
C 1.84 -1.09 -3.08  0.61
C -2.32 1.15 3.00  0.95
C 3.85 1.37 -1.39  -0.53
C -4.05 -0.82 1.00  -0.53
C -1.87 -2.17 -0.04  -0.42
C -3.13 3.17 2.07  0.24
C -1.66 1.08 -2.40  -0.62
C 2.59 -0.61 -4.15  -0.56
C 0.87 1.55 -2.43  -0.92
C -2.37 -2.52 1.21  0.05
C -3.46 -1.84 1.73  -0.66
C 5.40 0.86 0.38  -0.70
C 1.47 -2.44 -3.07  -0.29
C 1.19 -4.82 1.89  -1.35
C -0.45 1.57 -3.22  -1.12
C -4.14 -2.06 -3.21  -0.63
C -2.46 -1.15 -0.78  0.48
C 2.96 -1.46 -5.19  -0.67
C -5.35 -1.59 -5.24  -0.48
C -3.80 3.00 3.42  0.32
C -5.20 -2.33 -4.08  -0.70
C 3.37 -0.40 0.16  0.04
H 1.67 1.91 -3.08  0.58
H -4.90 -0.28 1.42  0.42
H 2.83 4.51 2.12  0.44
H 1.55 -5.66 1.29  0.41
H -4.04 -2.63 -2.30  0.34
H -0.20 1.67 5.43  0.36
H 0.49 4.43 2.78  0.45
H 6.33 1.06 0.90  0.40
H -6.18 -1.79 -5.91  0.38
H -4.56 0.00 -6.44  0.40
H 2.22 -0.85 4.80  0.23
H 1.12 3.33 0.69  0.16
H 2.03 0.96 6.30  0.43
H -1.90 -3.31 1.78  0.24
H -3.83 -2.09 2.72  0.36
H -0.49 2.72 3.59  -0.18
H 0.94 2.97 5.75  0.36
H 2.66 2.82 0.42  0.09
H -4.01 0.34 -0.80  0.41
H 1.55 -4.33 -4.07  0.44
H -2.58 1.51 -2.80  0.78
H 0.78 2.26 -1.59  0.15
H -0.62 2.59 -3.54  0.43
H -1.58 1.42 -1.37  -0.20
H 1.16 -3.41 0.26  -0.01
H 1.36 -2.48 2.91  0.02
H 3.59 1.97 -2.25  0.19
H -2.69 0.48 -4.93  0.24
H 2.78 1.51 4.80  0.28
H 0.85 -2.80 -2.25  0.27
H 2.89 0.43 -4.19  0.22
H 2.68 -3.44 1.15  0.35
H 4.84 -0.75 1.69  0.48
H 2.88 -3.45 -5.97  0.38
H 0.63 -0.48 4.85  0.22
H -0.33 0.97 -4.12  0.36
H 0.10 -4.89 1.97  0.26
H 1.62 -4.92 2.89  0.37
H 2.70 -1.17 0.52  0.36
H 3.14 2.91 2.80  0.27
H -5.90 -3.11 -3.83  0.40
H 5.70 2.40 -1.08  0.44
H 1.60 4.35 4.14  0.28
H 3.53 -1.07 -6.02  0.43
H -1.03 -2.71 -0.46  -0.04

The calculation puts the strongest force on any atom at 0.51 eV/A. For the orbital gap, the calculation gives 0.2233 hartree. As for the relative energy (zero: lowest compared OMol25 entry of this formula, charge and spin): 8.8 kcal per mole. The molecular weight is 839.07 g/mol. The HOMO energy is -6.54 eV. The spin multiplicity is 1. For the LUMO energy, the calculation gives -0.5 eV. The energy comes out at -2799.0286 a.u.

---

# C38H45N2OPSiV

A structure of composition C38H45N2OPSiV (ωB97M-V/def2-TZVPD, the OMol25 dataset).

Each line ends with the Löwdin spin population.
Positions of all 89 atoms, in Å:
V 0.17 0.40 1.00  1.02
P -1.50 1.17 -0.45  0.02
Si -0.31 5.28 1.12  0.00
O 2.46 3.56 -0.72  0.00
N 1.40 1.76 0.31  0.00
N 2.40 -2.62 -1.97  0.00
C 2.49 -0.19 2.21  0.01
C 3.25 2.01 3.12  0.00
C -2.92 2.33 1.65  0.00
C -5.13 3.03 0.13  0.00
C 3.32 3.13 0.32  0.00
C 1.18 3.08 -0.40  0.00
C -0.80 5.40 2.93  0.00
C 0.05 -3.76 -0.54  0.00
C -0.75 -4.31 0.44  0.00
C -4.07 2.37 -0.46  0.00
C -3.86 -1.96 -1.57  0.00
C 3.04 -2.13 -3.18  0.00
C -2.95 2.02 0.29  0.01
C -0.15 4.15 -3.76  0.00
C -5.10 3.34 1.49  0.00
C -1.71 2.60 -2.84  0.00
C 0.31 3.08 -1.63  0.00
C 1.20 -1.85 -1.68  0.00
C -1.79 5.54 0.01  0.00
C 2.87 1.69 0.57  0.00
C -1.68 -0.61 -2.63  0.00
C -0.90 2.37 -1.72  0.00
C -3.38 -0.83 -0.95  0.00
C 0.47 2.41 1.45  -0.01
C -1.28 -3.48 1.43  0.00
C 0.97 6.58 0.70  0.00
C -1.35 3.48 -3.84  0.00
C 3.33 -2.59 -0.86  0.00
C 0.48 3.62 0.83  -0.02
C -2.29 -0.13 -1.47  0.00
C -3.26 -2.43 -2.73  0.00
C -0.14 -1.54 0.43  -0.01
C -0.98 -2.12 1.40  0.00
C -2.17 -1.75 -3.26  0.00
C -3.99 2.98 2.24  0.00
C 0.36 -2.40 -0.55  0.00
C 0.67 3.95 -2.66  0.00
C 3.29 1.07 1.91  0.00
H -1.44 -1.49 2.17  0.00
H 0.16 4.84 -4.53  0.00
H -1.92 -3.88 2.20  0.00
H 4.20 -3.22 -1.09  0.00
H 3.92 2.86 3.00  0.00
H 2.85 -2.98 0.04  0.00
H 3.37 -1.08 -3.09  0.00
H 0.46 -4.40 -1.32  0.00
H 2.91 -0.73 3.06  0.00
H 0.57 7.59 0.85  0.00
H 2.34 -2.20 -4.02  0.00
H 3.91 -2.75 -3.41  0.00
H -1.25 6.37 3.15  0.00
H -1.68 -2.11 -4.16  0.00
H -2.64 2.06 -2.93  0.00
H 3.58 1.46 4.01  0.00
H 0.60 -1.83 -2.60  0.00
H -1.52 4.63 3.19  0.00
H 1.28 6.49 -0.34  0.00
H 1.48 0.08 2.56  0.00
H 3.27 1.06 -0.23  0.00
H -3.96 3.21 3.30  0.00
H -2.16 6.57 0.09  0.00
H 3.70 -1.57 -0.66  0.00
H -4.70 -2.50 -1.15  0.00
H 1.45 -0.79 -1.45  0.00
H -2.61 4.86 0.26  0.00
H -2.05 2.07 2.24  0.00
H -3.85 -0.49 -0.03  0.00
H 2.24 2.38 3.30  0.00
H -0.82 -0.10 -3.04  0.00
H -4.12 2.12 -1.51  0.00
H 4.34 3.21 -0.04  0.00
H 4.33 0.76 1.76  0.00
H 2.45 -0.90 1.37  0.00
H 1.61 4.48 -2.58  0.00
H -2.01 3.63 -4.69  0.00
H -5.93 3.86 1.95  0.00
H -0.99 -5.36 0.44  0.00
H 3.18 3.75 1.20  0.00
H 0.08 5.28 3.57  0.00
H 1.86 6.48 1.32  0.00
H -1.52 5.37 -1.04  0.00
H -3.63 -3.32 -3.22  0.00
H -5.99 3.31 -0.47  0.00

The calculation puts the strongest force on any atom at 0.71 eV/A. For the orbital gap (spin up / spin down), the calculation gives 0.2558 / 0.2335 hartree. As for the relative energy (zero: lowest compared OMol25 entry of this formula, charge and spin): 0.1 kcal per mole. Its expectation value of S² is 0.791. The molecular weight is 655.79 g/mol. The HOMO energy (spin up / spin down) is -6.59 / -5.92 eV. The spin multiplicity is 2. For the LUMO energy (spin up / spin down), the calculation gives 0.4 / 0.4 eV. The energy comes out at -3234.4817 a.u.

---

# C38H45N3O6Rb

A structure of composition C38H45N3O6Rb (ωB97M-V/def2-TZVPD, the OMol25 dataset).

Each line ends with the Mulliken charge.
Positions of all 93 atoms, in Å:
Rb -1.15 0.93 0.13  1.10
O -2.53 -1.28 0.02  -1.16
O -1.34 -1.15 4.57  -0.38
O -0.21 2.57 -1.33  -0.82
O 1.05 -1.16 2.09  -0.89
O -2.47 -0.14 2.91  -0.50
O 0.20 4.77 -1.21  -0.78
N 2.51 0.99 -0.54  -0.13
N 0.16 -1.34 -1.62  0.24
N 0.16 -3.50 -3.46  -0.08
C -1.94 0.07 4.19  1.40
C -0.91 1.19 4.17  -1.16
C -6.63 -2.16 2.74  -0.50
C -3.99 -2.03 1.79  -0.29
C -1.67 -1.14 2.26  0.35
C 0.45 3.57 -0.97  0.33
C -2.03 -3.36 0.97  0.36
C 2.05 -0.03 4.34  -0.73
C -5.06 -1.60 1.01  -0.34
C 1.37 -3.25 -2.61  -0.43
C 0.68 -1.82 3.20  2.04
C -5.58 -2.59 3.53  -0.90
C 0.75 -4.41 3.81  0.30
C 2.80 2.43 -0.64  -0.55
C -2.56 -1.93 1.23  3.44
C -0.93 -1.86 3.40  -0.09
C 2.67 0.57 5.43  -0.83
C 2.55 0.00 6.69  -0.60
C -3.09 0.37 5.15  -1.75
C 1.81 -1.16 6.85  -0.91
C 1.39 -5.63 3.74  -0.96
C -1.05 -1.69 -2.32  -0.04
C 1.19 -1.75 5.75  -0.12
C -0.66 -3.59 0.80  0.99
C 1.71 3.32 -0.08  -0.27
C -1.07 -5.88 0.16  -1.21
C -2.43 -5.66 0.31  -1.02
C -4.27 -2.53 3.06  0.12
C 2.55 -3.39 2.63  -0.53
C -2.90 -4.42 0.72  -0.25
C 3.21 -4.61 2.57  -0.91
C 1.30 -1.19 4.48  0.11
C 1.38 -1.76 -2.25  -0.63
C -6.36 -1.67 1.47  -0.78
C -0.19 -4.83 0.42  -1.11
C -1.11 -3.17 -2.70  -0.28
C 1.29 -3.27 3.23  -0.12
C 2.63 -5.75 3.11  -0.49
H 1.53 -1.17 -3.17  0.33
H 1.72 -1.62 7.83  0.38
H 3.13 -6.71 3.05  0.37
H 0.92 -6.51 4.17  0.41
H 0.62 -2.66 5.90  0.37
H 3.37 0.47 -0.67  0.23
H -0.50 1.34 5.17  0.27
H 0.20 -2.86 -4.26  0.38
H 3.74 2.67 -0.12  0.30
H 1.38 2.91 0.89  0.09
H -3.80 -0.45 5.11  0.39
H 1.26 -3.85 -1.71  0.08
H -3.46 -2.87 3.70  0.38
H -7.18 -1.34 0.83  0.39
H 4.19 -4.67 2.11  0.39
H 0.88 -5.01 0.38  0.56
H -1.28 -2.88 3.52  0.51
H -3.96 -4.28 0.86  0.46
H -0.09 0.90 3.50  -0.04
H -0.89 -0.65 1.67  -1.35
H 3.04 0.46 7.55  0.36
H 2.13 4.31 0.12  0.28
H 2.16 0.76 0.38  -0.19
H 2.95 2.68 -1.70  0.40
H -1.37 2.11 3.81  0.46
H -1.97 -3.39 -3.33  0.34
H 2.97 -2.50 2.18  0.45
H 3.24 1.48 5.30  0.41
H -5.77 -2.98 4.53  0.42
H -3.13 -6.48 0.15  0.38
H 0.04 -2.79 1.04  -0.90
H 0.13 -4.46 -3.80  0.35
H 2.15 0.38 3.34  0.31
H -4.82 -1.20 0.03  0.37
H 2.26 -3.55 -3.17  0.46
H -7.65 -2.22 3.10  0.34
H -0.69 -6.86 -0.13  0.43
H -2.70 0.47 6.16  0.37
H 2.22 -1.56 -1.59  0.26
H 0.12 -1.60 -0.64  -0.35
H -0.20 -4.36 4.34  0.35
H -1.88 -1.52 -1.62  -0.13
H -3.59 1.29 4.85  0.33
H -1.13 -3.78 -1.81  0.00
H -1.15 -1.06 -3.22  0.39

The calculation puts the strongest force on any atom at 1.48 eV/A. For the orbital gap, the calculation gives 0.2136 hartree. As for the relative energy (zero: lowest compared OMol25 entry of this formula, charge and spin): 24.6 kcal per mole. The molecular weight is 725.26 g/mol. The HOMO energy is -4.78 eV. The spin multiplicity is 1. The net charge is -1. For the LUMO energy, the calculation gives 1.0 eV. The energy comes out at -2114.8151 a.u.